Arrangement one

Computed, not measured: a molecular structure, C39H60Cl2GeO9Se2V, with wB97M-V/def2-TZVPD.

Geometry (Å):
V  -0.26  -0.04  -0.52
O  2.92  2.33  0.39
C  1.72  1.69  0.36
O  1.38  0.99  -0.60
C  0.84  1.89  1.56
O  -0.51  1.89  1.16
C  -0.87  3.03  0.39
C  -1.19  2.72  -1.11
O  -1.45  3.71  -1.79
O  -1.21  1.53  -1.47
H  3.45  2.00  -0.35
H  1.12  2.80  2.09
H  0.94  1.02  2.22
H  -0.09  3.80  0.42
H  -1.78  3.47  0.84
C  3.28  -6.09  -3.79
C  3.95  -4.83  -3.20
C  4.96  -4.28  -4.21
C  4.71  -5.25  -1.94
C  2.88  -3.79  -2.90
C  2.60  -3.33  -1.62
C  1.62  -2.38  -1.43
Se  1.12  -1.84  0.38
C  -0.33  -3.09  0.47
C  -0.13  -4.37  0.93
C  -1.16  -5.30  0.88
C  -2.33  -4.90  0.24
C  -2.56  -3.63  -0.26
C  -1.57  -2.63  -0.05
O  -1.71  -1.36  -0.27
C  -3.86  -3.34  -1.01
C  -4.96  -3.00  0.01
C  -3.71  -2.20  -2.01
C  -4.31  -4.57  -1.82
C  -0.94  -6.69  1.46
C  -0.45  -6.58  2.91
C  -2.21  -7.55  1.46
C  0.12  -7.41  0.61
C  0.86  -1.81  -2.48
O  0.02  -0.88  -2.24
C  1.09  -2.35  -3.79
C  2.09  -3.30  -3.94
C  0.28  -1.97  -5.03
C  -0.87  -1.00  -4.75
C  1.20  -1.31  -6.07
C  -0.34  -3.25  -5.62
H  4.02  -6.85  -4.02
H  2.74  -5.85  -4.70
H  2.57  -6.50  -3.08
H  5.73  -5.02  -4.42
H  5.44  -3.39  -3.80
H  4.48  -4.00  -5.14
H  5.47  -5.99  -2.18
H  4.03  -5.69  -1.21
H  5.19  -4.39  -1.48
H  3.12  -3.69  -0.74
H  0.84  -4.62  1.34
H  -3.11  -5.63  0.12
H  -4.69  -2.08  0.53
H  -5.06  -3.79  0.74
H  -5.91  -2.85  -0.49
H  -3.46  -1.27  -1.50
H  -4.63  -2.05  -2.57
H  -2.90  -2.43  -2.71
H  -4.65  -5.39  -1.19
H  -3.49  -4.93  -2.44
H  -5.14  -4.29  -2.48
H  -1.17  -6.04  3.51
H  0.49  -6.05  2.97
H  -0.30  -7.58  3.33
H  -3.01  -7.06  2.01
H  -2.00  -8.51  1.93
H  -2.55  -7.74  0.44
H  1.06  -6.86  0.64
H  -0.20  -7.46  -0.42
H  0.30  -8.42  0.98
H  2.28  -3.68  -4.93
H  -0.51  -0.06  -4.34
H  -1.56  -1.42  -4.03
H  -1.41  -0.80  -5.68
H  1.61  -0.39  -5.67
H  0.63  -1.08  -6.97
H  2.03  -1.95  -6.35
H  -0.90  -3.77  -4.85
H  0.42  -3.93  -6.00
H  -1.01  -3.01  -6.44
Cl  3.47  1.17  4.13
C  3.18  -0.46  3.52
Cl  3.57  -0.51  1.79
C  1.65  -0.91  3.86
O  1.48  -1.08  5.06
O  0.90  -1.02  2.89
H  3.88  -1.12  4.05
C  -7.01  3.27  0.56
Ge  -5.15  2.80  -0.04
C  -5.27  1.57  -1.58
C  -4.29  4.50  -0.61
C  -4.25  1.89  1.49
Se  -3.14  0.40  0.76
C  -2.42  -0.12  2.48
H  -7.58  3.73  -0.25
H  -7.00  3.96  1.39
H  -7.55  2.38  0.87
H  -5.80  2.03  -2.42
H  -5.76  0.65  -1.30
H  -4.26  1.33  -1.90
H  -4.88  4.96  -1.39
H  -3.30  4.30  -1.01
H  -4.19  5.21  0.21
H  -4.99  1.48  2.18
H  -3.60  2.56  2.04
H  -3.24  -0.38  3.15
H  -1.84  0.70  2.89
H  -1.77  -0.98  2.32

As for the gap between HOMO and LUMO (alpha / beta): 5.101 / 6.154 eV. Its net charge is -2. Its expectation value of S² is 3.761. The spin multiplicity is 4.

=====

Arrangement two

Computed, not measured: a molecular structure, C39H60Cl2GeO9Se2V, with wB97M-V/def2-TZVPD.

Geometry (Å):
V  -0.20  0.73  -0.14
O  3.56  0.12  -1.49
C  2.62  -0.45  -0.76
O  1.83  0.19  -0.12
C  2.55  -1.95  -0.92
O  1.62  -2.57  -0.08
C  2.12  -2.85  1.23
C  2.26  -1.59  2.14
O  3.41  -1.12  2.24
O  1.20  -1.15  2.63
H  3.27  1.08  -1.58
H  3.56  -2.37  -0.80
H  2.23  -2.12  -1.95
H  1.39  -3.53  1.67
H  3.09  -3.34  1.14
C  -7.71  -1.42  1.13
C  -6.77  -1.88  0.01
C  -7.50  -1.75  -1.34
C  -6.45  -3.36  0.22
C  -5.51  -1.01  0.00
C  -4.24  -1.52  0.18
C  -3.13  -0.69  0.12
Se  -1.37  -1.49  0.21
C  -1.27  -1.96  -1.66
C  -1.80  -3.15  -2.11
C  -1.79  -3.49  -3.45
C  -1.20  -2.56  -4.33
C  -0.65  -1.36  -3.92
C  -0.66  -1.02  -2.53
O  -0.14  0.08  -2.10
C  -0.03  -0.37  -4.92
C  -0.78  0.97  -4.85
C  -0.12  -0.88  -6.36
C  1.46  -0.15  -4.60
C  -2.37  -4.78  -4.00
C  -2.98  -5.65  -2.90
C  -3.48  -4.47  -5.02
C  -1.28  -5.60  -4.70
C  -3.21  0.71  -0.10
O  -2.14  1.44  -0.21
C  -4.53  1.24  -0.25
C  -5.61  0.36  -0.22
C  -4.83  2.71  -0.60
C  -3.72  3.70  -0.23
C  -5.07  2.81  -2.11
C  -6.09  3.20  0.14
H  -8.63  -2.03  1.14
H  -8.00  -0.38  1.01
H  -7.22  -1.52  2.10
H  -8.41  -2.36  -1.35
H  -6.86  -2.07  -2.15
H  -7.79  -0.71  -1.54
H  -7.37  -3.94  0.21
H  -5.96  -3.52  1.18
H  -5.80  -3.74  -0.56
H  -4.07  -2.58  0.35
H  -2.24  -3.82  -1.37
H  -1.18  -2.80  -5.38
H  -1.82  0.84  -5.15
H  -0.31  1.70  -5.53
H  -0.75  1.36  -3.83
H  -1.16  -1.02  -6.68
H  0.42  -1.82  -6.50
H  0.33  -0.13  -7.03
H  1.58  0.25  -3.60
H  1.89  0.56  -5.31
H  2.00  -1.10  -4.68
H  -3.79  -5.13  -2.39
H  -2.23  -5.93  -2.16
H  -3.39  -6.57  -3.34
H  -4.28  -3.89  -4.54
H  -3.92  -5.39  -5.42
H  -3.10  -3.88  -5.85
H  -0.49  -5.86  -4.00
H  -0.82  -5.04  -5.52
H  -1.69  -6.53  -5.12
H  -6.60  0.77  -0.39
H  -2.80  3.50  -0.76
H  -3.51  3.65  0.84
H  -4.07  4.71  -0.45
H  -4.18  2.48  -2.65
H  -5.29  3.84  -2.40
H  -5.91  2.18  -2.42
H  -5.96  3.10  1.22
H  -6.99  2.66  -0.15
H  -6.26  4.26  -0.08
Cl  2.19  4.28  -4.02
C  1.16  4.10  -2.59
Cl  1.18  5.60  -1.62
C  1.56  2.90  -1.67
O  2.70  2.45  -1.79
O  0.61  2.59  -0.92
H  0.14  3.97  -2.93
C  -0.56  6.48  3.01
Ge  -0.83  4.57  3.43
C  0.25  4.11  5.00
C  -2.72  4.30  3.89
C  -0.38  3.50  1.87
Se  0.03  1.62  2.26
C  1.93  1.89  2.50
H  -0.89  7.12  3.84
H  -1.12  6.75  2.12
H  0.50  6.67  2.82
H  -0.27  4.39  5.91
H  1.21  4.62  4.98
H  0.43  3.03  5.02
H  -2.98  4.85  4.79
H  -2.92  3.24  4.06
H  -3.37  4.64  3.08
H  0.46  3.91  1.30
H  -1.23  3.46  1.18
H  2.10  2.57  3.34
H  2.33  2.30  1.58
H  2.36  0.91  2.70

As for the gap between HOMO and LUMO (alpha / beta): 5.363 / 6.302 eV. Its net charge is -2. Its expectation value of S² is 3.758. The spin multiplicity is 4.

=====

Stability check: which of them is least stable? arrangement one.

=====

Arrangement one

Computed, not measured: a gas-phase ion, C5H10NS (charge +1), with wB97M-V/def2-TZVPD.

Geometry (Å):
C  0.43  -0.70  0.17
C  1.52  -1.43  -0.06
C  0.36  0.68  0.53
C  -1.64  0.13  -0.62
C  1.40  1.66  0.05
N  -0.95  -1.21  -0.23
S  -3.36  0.29  -0.10
H  1.51  -2.47  -0.32
H  2.50  -1.03  0.22
H  -0.09  0.98  1.51
H  -1.36  0.47  -1.65
H  1.95  1.42  -0.95
H  2.23  1.78  0.74
H  1.22  2.64  -0.03
H  -0.86  -1.86  -1.02
H  -1.55  -1.73  0.50
H  -3.33  0.39  1.27

As for the gap between HOMO and LUMO (alpha / beta): 7.765 / 8.106 eV. Its net charge is +1.

=====

Arrangement two

Computed, not measured: a gas-phase ion, C5H10NS (charge +1), with wB97M-V/def2-TZVPD.

Geometry (Å):
C  -0.68  -1.59  -0.73
C  -0.31  -0.14  -0.40
C  -1.46  0.65  0.05
N  -1.65  1.86  -0.32
C  0.56  -0.27  0.93
C  1.86  0.00  0.91
S  2.84  0.21  -0.47
H  -0.94  -1.68  -1.72
H  -1.45  -1.91  -0.14
H  0.22  -2.26  -0.60
H  0.24  0.28  -1.15
H  -2.10  0.09  0.84
H  -2.28  2.53  0.03
H  -1.21  2.39  -1.00
H  0.04  -0.62  1.85
H  2.47  -0.09  1.77
H  3.85  0.54  0.16

As for the gap between HOMO and LUMO: 7.506 eV. Its net charge is +1.

=====

Stability check: which of them is least stable? arrangement one.

=====

Arrangement one

Computed, not measured: a gas-phase ion, C5H10NS (charge +1), with wB97M-V/def2-TZVPD.

Geometry (Å):
C  0.10  0.43  -0.54
C  -0.36  1.82  -0.72
C  -1.32  -0.15  -0.57
C  -1.82  -1.44  -0.65
C  0.58  0.22  0.93
N  1.93  0.62  0.94
S  -2.16  1.35  -0.73
H  0.78  0.02  -1.30
H  -0.05  2.15  -1.74
H  -2.77  -1.63  -1.01
H  -1.83  -1.76  0.34
H  -1.08  -2.14  -1.23
H  0.31  -0.79  1.27
H  0.09  2.65  -0.13
H  -0.04  0.93  1.45
H  2.44  1.09  1.66
H  2.56  0.04  0.39

As for the gap between HOMO and LUMO: 7.499 eV. Its net charge is +1.

=====

Arrangement two

Computed, not measured: a molecular structure, C5H10NS, with wB97M-V/def2-TZVPD.

Geometry (Å):
C  -2.18  0.64  -0.96
C  -0.96  0.58  -1.54
C  0.83  -1.46  0.62
C  1.25  -0.40  1.55
C  0.19  1.03  -0.77
N  0.11  -0.21  0.71
S  1.88  0.80  -1.49
H  -2.97  0.06  -1.48
H  -2.50  1.22  -0.19
H  -0.92  0.25  -2.56
H  1.53  -1.57  -0.25
H  0.26  -2.27  1.15
H  1.13  -0.32  2.62
H  2.18  0.20  1.41
H  0.08  1.94  -0.36
H  -0.87  -0.18  0.91
H  1.46  -0.21  -2.30

As for the gap between HOMO and LUMO: 10.025 eV. Its net charge is +1.

=====

Stability check: which of them is least stable? arrangement two.

=====

Arrangement one

Computed, not measured: C3H3NO3 in the gas phase, with wB97M-V/def2-TZVPD.

Geometry (Å):
O  -0.79  0.63  1.94
C  -1.06  -0.47  1.57
O  -0.57  -1.04  0.44
C  0.21  -0.23  -0.33
C  0.85  0.94  -0.34
O  1.29  0.74  -1.66
N  0.68  -0.57  -1.62
H  -1.73  -1.19  2.06
H  1.16  1.76  0.28
H  -0.05  -0.57  -2.34

As for the gap between HOMO and LUMO: 9.795 eV.

=====

Arrangement two

Computed, not measured: C3H3NO3 in the gas phase, with wB97M-V/def2-TZVPD.

Geometry (Å):
C  -1.04  -0.24  2.11
C  -0.78  -0.21  0.67
C  -0.37  -0.13  -0.46
O  0.27  -0.34  -2.08
N  1.37  0.34  -2.39
O  1.75  0.11  -3.47
O  1.83  1.10  -1.57
H  -0.53  0.62  2.41
H  -2.07  -0.20  2.29
H  -0.43  -1.05  2.50

As for the gap between HOMO and LUMO: 10.103 eV.

=====

Arrangement three

Computed, not measured: C3H3NO3 in the gas phase, with wB97M-V/def2-TZVPD.

Geometry (Å):
O  0.65  1.09  1.97
C  0.43  0.24  0.81
C  0.05  -1.13  0.73
C  -0.60  -1.26  -0.44
O  -0.57  -0.13  -1.17
N  0.13  0.79  -0.39
O  0.06  2.06  -0.78
H  0.19  -1.87  1.49
H  -1.16  -2.07  -0.87
H  0.83  2.28  -1.34

As for the gap between HOMO and LUMO: 9.491 eV.

=====

Stability check: which of them is least stable? arrangement two.

=====

Arrangement one

Computed, not measured: C3H3NO3 in the gas phase, with wB97M-V/def2-TZVPD.

Geometry (Å):
O  -0.73  2.44  -0.56
N  -0.24  1.73  0.59
C  -0.06  0.51  0.25
O  -0.30  -0.17  -0.93
C  0.14  -1.46  -0.68
C  0.68  -1.56  0.53
O  0.56  -0.32  1.14
H  -1.13  3.24  -0.03
H  -0.05  -2.16  -1.48
H  1.13  -2.25  1.18

As for the gap between HOMO and LUMO: 9.371 eV.

=====

Arrangement two

Computed, not measured: C3H3NO3 in the gas phase, with wB97M-V/def2-TZVPD.

Geometry (Å):
H  1.14  -1.67  -0.46
N  0.27  -1.26  -0.13
C  0.33  0.00  -0.01
C  1.55  0.84  -0.32
O  1.57  2.04  -0.30
O  -0.74  0.69  0.43
C  -1.89  -0.11  0.46
O  -2.49  -0.30  1.47
H  2.43  0.22  -0.59
H  -2.16  -0.46  -0.54

As for the gap between HOMO and LUMO: 10.147 eV.

=====

Stability check: which of them is least stable? arrangement one.

=====

Arrangement one

Computed, not measured: 2 unconnected molecules or ions with the total composition C3H3NO3, with wB97M-V/def2-TZVPD.

Geometry (Å):
C  -0.82  1.01  -0.03
C  -1.10  -0.32  -0.44
C  0.06  -0.12  0.47
N  1.45  -0.38  0.09
O  -0.96  2.19  0.03
O  1.67  -0.28  -1.11
O  2.28  -0.52  0.98
H  -2.02  -0.85  -0.58
H  -0.66  -0.35  -1.52
H  0.10  -0.38  2.11

As for the gap between HOMO and LUMO: 9.521 eV.

=====

Arrangement two

Computed, not measured: C3H3NO3 in the gas phase, with wB97M-V/def2-TZVPD.

Geometry (Å):
O  0.77  0.06  -2.26
C  0.36  0.05  -1.13
C  -0.68  -0.68  -0.48
C  -0.61  -0.44  0.81
O  -1.01  -0.66  2.04
N  0.35  0.61  0.84
O  0.75  0.94  -0.29
H  -1.27  -1.43  -1.06
H  -0.73  0.32  2.51
H  1.08  0.45  1.56

As for the gap between HOMO and LUMO: 9.400 eV.

=====

Arrangement three

Computed, not measured: C3H3NO3 in the gas phase, with wB97M-V/def2-TZVPD.

Geometry (Å):
H  2.31  -0.46  -1.03
N  2.04  -0.14  -0.10
C  0.79  0.00  -0.01
C  0.24  0.49  1.30
O  -0.94  0.70  1.48
O  -0.06  -0.23  -1.04
C  -1.45  -0.31  -0.90
O  -2.00  -1.35  -1.01
H  1.01  0.64  2.07
H  -1.93  0.66  -0.76

As for the gap between HOMO and LUMO: 10.460 eV.

=====

Stability check: which of them is least stable? arrangement one.